Entry 1:
DFT (wB97M-V/def2-TZVPD) results for C8F11NO4S3SbSe4W as an isolated structure.

Results
Total energy, eV: -350122.716
Energy above the lowest of the compared OMol25 structures with the same formula, charge and spin, kcal/mol: 81.8
HOMO-LUMO gap (spin up / spin down), eV: 3.7 / 3.7
HOMO level (spin up / spin down), eV: -4.7 / -4.7

Structure (ORCA input):
```
! RIJCOSX wB97M-V def2-TZVPD def2/J DEFGRID3
* xyz -1 1
W -0.20 -0.04 -0.82
Se 3.87 -1.97 -0.89
Sb 2.55 0.06 -0.61
Se 0.86 -0.27 1.36
Se 1.24 0.43 -2.84
Se 4.36 1.55 -0.21
F -2.14 1.74 6.16
C -2.11 1.24 4.92
C -1.75 2.04 3.85
F -1.43 3.32 4.06
C -1.72 1.51 2.57
F -1.36 2.34 1.60
C -2.06 0.19 2.31
S -2.20 -0.51 0.69
C -2.41 -0.58 3.41
F -2.74 -1.87 3.25
C -2.44 -0.08 4.70
F -2.78 -0.86 5.73
F -4.01 1.65 -0.52
C -3.47 2.24 -1.57
F -4.37 2.25 -2.56
F -3.17 3.50 -1.25
S -1.93 1.41 -2.20
O -0.94 1.84 -1.07
O -1.73 2.13 -3.42
N -1.89 -0.09 -2.11
S -0.29 -2.41 -2.80
O -0.05 -1.97 -1.25
O 0.64 -3.48 -3.10
C -1.93 -3.33 -2.48
F -1.71 -4.64 -2.53
F -2.76 -3.01 -3.48
F -2.52 -3.05 -1.33
*
```

Entry 2:
DFT (wB97M-V/def2-TZVPD) results for the molecule C8H10.

Results
Total energy, eV: -8453.084
Structure (SMILES): C1=C2CC[C@H]3[C@@H](C1)[C@@H]23
Energy above the lowest of the compared OMol25 structures with the same formula, charge and spin, kcal/mol: 119.6
HOMO-LUMO gap, eV: 9.9
HOMO level, eV: -8.7

Structure (ORCA input):
```
! RIJCOSX wB97M-V def2-TZVPD def2/J DEFGRID3
* xyz 0 1
C -0.60 -1.34 -0.10
C 0.26 -0.67 0.68
C 1.76 -0.75 0.33
C 1.59 0.46 -0.75
C 0.18 1.20 -0.37
C -1.31 0.80 -0.04
C -1.78 -0.56 -0.30
C -0.18 0.79 0.98
H -0.31 -2.08 -0.89
H 2.34 -0.58 1.21
H 2.03 -1.69 -0.34
H 2.36 1.24 -1.14
H 1.17 0.04 -1.69
H -0.03 2.21 -0.43
H -1.88 1.68 -0.15
H -2.28 -1.00 -1.32
H -2.69 -0.72 0.24
H -0.14 1.29 1.91
*
```

Entry 3:
DFT (wB97M-V/def2-TZVPD) results for the molecule C8H10.

Results
Total energy, eV: -8452.771
Structure (SMILES): C[C@H]1CC=C2[C@H]3C[C@@]231
Energy above the lowest of the compared OMol25 structures with the same formula, charge and spin, kcal/mol: 126.8
HOMO-LUMO gap, eV: 8.4
HOMO level, eV: -7.4

Structure (ORCA input):
```
! RIJCOSX wB97M-V def2-TZVPD def2/J DEFGRID3
* xyz 0 1
C -1.85 0.85 -0.08
C -0.73 -0.01 0.54
C -0.75 -1.42 -0.12
C 0.70 -1.80 -0.14
C 1.51 -0.77 -0.21
C 2.12 0.39 0.52
C 1.57 1.47 -0.48
C 0.61 0.47 0.00
H -1.95 0.88 -1.14
H -1.83 1.83 0.33
H -2.79 0.37 0.25
H -0.74 0.06 1.62
H -1.08 -1.37 -1.15
H -1.27 -2.18 0.46
H 0.90 -2.90 -0.26
H 2.36 0.40 1.60
H 1.39 2.53 -0.17
H 1.83 1.20 -1.58
*
```

Entry 4:
DFT (wB97M-V/def2-TZVPD) results for C8H10 as an isolated structure.

Results
Total energy, eV: -8450.491
Energy above the lowest of the compared OMol25 structures with the same formula, charge and spin, kcal/mol: 179.4
HOMO-LUMO gap, eV: 8.2
HOMO level, eV: -8.0

Structure (ORCA input):
```
! RIJCOSX wB97M-V def2-TZVPD def2/J DEFGRID3
* xyz 0 1
C -2.54 -0.55 0.11
C -1.04 -0.22 0.10
C -0.94 1.18 -0.08
C 0.36 1.92 -0.06
C 1.41 1.21 -0.20
C 1.55 -0.31 -0.13
C 2.70 -0.84 0.15
C 0.21 -1.14 -0.36
H -3.06 0.59 -0.63
H -2.67 -1.79 -0.39
H -3.19 -0.67 1.34
H -1.85 1.80 0.08
H 0.50 2.89 0.26
H 2.37 1.67 -0.22
H 3.48 -0.16 0.97
H 2.62 -1.91 0.31
H -0.16 -1.56 -1.54
H 0.26 -2.11 0.29
*
```

Entry 5:
DFT (wB97M-V/def2-TZVPD) results for C8H10 as an isolated structure.

Results
Total energy, eV: -8452.196
Energy above the lowest of the compared OMol25 structures with the same formula, charge and spin, kcal/mol: 140.1
HOMO-LUMO gap, eV: 9.0
HOMO level, eV: -8.3

Structure (ORCA input):
```
! RIJCOSX wB97M-V def2-TZVPD def2/J DEFGRID3
* xyz 0 1
C -2.91 0.25 0.06
C -1.96 -0.46 0.72
C 1.33 1.33 0.07
C 2.30 0.30 0.35
C 1.76 -1.02 0.16
C 0.46 -1.32 -0.34
C -0.36 -0.16 -0.75
C 0.10 1.09 -0.43
H -2.64 0.28 -1.02
H -3.80 0.87 0.38
H -1.19 -0.83 0.21
H -2.10 -0.55 1.84
H 1.60 2.28 0.49
H 3.32 0.60 0.53
H 2.25 -1.98 0.41
H 0.27 -2.24 -0.62
H -1.34 -0.29 -1.14
H -0.73 1.91 -0.07
*
```

Entry 6:
DFT (wB97M-V/def2-TZVPD) results for the molecule C8H10.

Results
Total energy, eV: -8455.897
Structure (SMILES): C=C1CC=CC=C1C
Energy above the lowest of the compared OMol25 structures with the same formula, charge and spin, kcal/mol: 54.7
HOMO-LUMO gap, eV: 8.0
HOMO level, eV: -7.6

Structure (ORCA input):
```
! RIJCOSX wB97M-V def2-TZVPD def2/J DEFGRID3
* xyz 0 1
C 1.31 1.69 0.07
C 0.33 0.77 -0.14
C -1.08 1.22 -0.18
C -2.19 0.27 0.10
C -1.92 -1.02 -0.01
C -0.53 -1.49 -0.05
C 0.54 -0.64 -0.15
C 1.94 -1.23 0.00
H 1.05 2.78 0.22
H 2.38 1.49 0.20
H -1.26 2.10 0.45
H -1.12 1.74 -1.19
H -3.24 0.68 0.41
H -2.75 -1.80 0.07
H -0.23 -2.52 -0.12
H 1.86 -2.34 -0.25
H 2.79 -0.67 -0.56
H 2.12 -1.01 1.12
*
```

Entry 7:
DFT (wB97M-V/def2-TZVPD) results for C8H10AlO8P as an isolated structure.

Results
Total energy, eV: -40703.709
Energy above the lowest of the compared OMol25 structures with the same formula, charge and spin, kcal/mol: 0.0
HOMO-LUMO gap, eV: 7.0
HOMO level, eV: -16.9

Structure (ORCA input):
```
! RIJCOSX wB97M-V def2-TZVPD def2/J DEFGRID3
* xyz 2 1
O -1.13 3.15 -6.54
C -1.14 2.98 -5.41
Al -1.11 0.91 -1.40
C -1.23 1.39 0.56
O -1.44 1.71 1.65
C -1.04 -1.15 -1.20
O -1.26 -2.28 -1.28
C 1.10 0.97 -1.60
O 2.22 0.94 -1.89
C -3.33 0.93 -1.68
O -4.45 0.75 -1.82
H -1.05 0.72 -2.94
C 1.31 -3.08 0.15
O 1.62 -1.70 0.45
P 0.61 -0.45 0.51
O -0.51 -0.89 1.58
C -0.22 -1.01 2.99
O 1.58 0.57 1.23
C 1.54 1.99 1.53
H 1.36 -3.23 -0.94
H 0.33 -3.38 0.55
H 2.09 -3.70 0.62
H -1.16 -0.75 3.49
H 0.05 -2.05 3.17
H 0.58 -0.33 3.33
H 1.01 2.58 0.76
H 1.07 2.12 2.52
H 2.60 2.29 1.59
*
```

Entry 8:
DFT (wB97M-V/def2-TZVPD) results for C8H10BrCl3GeNO3Pd as an isolated structure.

Results
Total energy, eV: -183697.113
Energy above the lowest of the compared OMol25 structures with the same formula, charge and spin, kcal/mol: 24.0
HOMO-LUMO gap (spin up / spin down), eV: 6.2 / 6.9
HOMO level (spin up / spin down), eV: -8.9 / -9.4

Structure (ORCA input):
```
! RIJCOSX wB97M-V def2-TZVPD def2/J DEFGRID3
* xyz 0 2
Pd 0.82 0.82 -0.92
Br -3.29 -4.46 -2.34
C -2.03 -3.15 -1.81
C -2.28 -2.36 -0.69
C -1.33 -1.41 -0.35
N -0.22 -1.22 -1.06
C 0.02 -1.99 -2.11
C -0.86 -2.98 -2.53
H -3.17 -2.49 -0.10
H -1.46 -0.78 0.53
H 0.95 -1.81 -2.65
H -0.63 -3.59 -3.39
Cl 5.00 2.31 0.52
Ge 2.99 2.12 -0.25
Cl 1.15 0.86 -3.26
Cl 3.00 -0.21 -0.45
C -1.59 2.56 0.04
O -0.45 2.50 -0.69
H -1.96 3.60 0.06
H -1.43 2.24 1.08
H -2.39 1.93 -0.39
C 1.29 0.97 3.62
C 1.32 1.18 2.11
O 2.28 1.89 1.68
O 0.44 0.65 1.42
H 2.31 0.97 4.00
H 0.79 0.04 3.84
H 0.75 1.80 4.08
*
```